No. 1
DFT (wB97M-V/def2-TZVPD) results for a cluster of 8 separate species, C41H84ClN12O11S in total.

Computed properties:
Frontier orbital gap: 0.2788 hartree
Charge: +1
2S+1: 1
E: -107621.356 eV

Each atom is followed by the atoms it is bonded to, with distances in Å.
CARTESIAN COORDINATES (ANGSTROEM)
1 C 5.835 -2.267 0.919  O2 1.497, H32 1.191, H33 1.181, H34 1.170
2 O 4.917 -3.290 1.513  C1 1.497, C3 1.476
3 C 3.726 -2.503 1.887  O2 1.476, C4 1.661, H35 1.189, H36 1.172
4 C 2.387 -3.439 2.191  C3 1.661, C5 1.666, H37 1.170, H38 1.191
5 C 1.006 -2.532 1.979  C4 1.666, C6 1.673, H39 1.183, H40 1.170
6 C 0.663 -2.671 0.347  C5 1.673, N7 1.527, H41 1.194, H42 1.173
7 N -0.652 -1.995 -0.034  C6 1.527, C8 1.544, C15 1.399
8 C -1.639 -2.935 -0.758  N7 1.544, O9 1.470, H43 1.184, H44 1.193
9 O -2.382 -3.639 0.298  C8 1.470, C10 1.474
10 C -3.309 -4.635 -0.268  O9 1.474, O11 1.471, H45 1.193, H46 1.183
11 O -3.964 -4.225 -1.519  C10 1.471, C12 1.473
12 C -5.217 -3.487 -1.281  O11 1.473, C13 1.670, H47 1.183, H48 1.178
13 C -6.208 -3.771 -2.595  C12 1.670, O14 1.488, H49 1.193, H50 1.172
14 O -5.642 -4.869 -3.425  C13 1.488, H51 1.018
15 C -0.948 -0.655 0.239  N7 1.399, N16 1.544, N25 1.499
16 N -2.263 0.104 -0.041  C15 1.544, S17 1.784, C18 1.546
17 S -3.726 -0.628 0.670  N16 1.784, H52 1.433
18 C -2.251 1.336 0.892  N16 1.546, Cl19 1.841, C20 1.638, H53 1.194
19 Cl -3.631 2.551 0.812  C18 1.841
20 C -0.684 1.810 0.939  C18 1.638, C21 1.627, N25 1.544, H54 1.170
21 C -0.588 2.807 -0.343  C20 1.627, C22 1.675, H55 1.167, H56 1.194
22 C -0.856 4.416 0.036  C21 1.675, C23 1.663, H57 1.177, H58 1.171
23 C -1.517 5.112 -1.322  C22 1.663, N24 1.512, H59 1.193, H60 1.194
24 N -2.880 4.567 -1.687  C23 1.512, H61 1.049, H62 1.044
25 N -0.079 0.391 0.870  C15 1.499, C20 1.544, C26 1.541
26 C 1.366 0.564 0.364  N25 1.541, C27 1.600, N31 1.491
27 C 1.589 0.308 -1.199  C26 1.600, C28 1.628, H63 1.175
28 C 3.071 0.495 -1.846  C27 1.628, C29 1.629, H64 1.170
29 C 4.134 0.944 -0.696  C28 1.629, C30 1.603, H65 1.178
30 C 3.642 1.092 0.823  C29 1.603, N31 1.489, H66 1.196
31 N 2.306 0.930 1.461  C26 1.491, C30 1.489
32 H 5.698 -1.278 1.567  C1 1.191
33 H 5.517 -2.003 -0.188  C1 1.181
34 H 6.957 -2.592 0.995  C1 1.170
35 H 3.465 -1.832 0.941  C3 1.189
36 H 3.882 -1.822 2.828  C3 1.172
37 H 2.429 -3.992 3.221  C4 1.170
38 H 2.389 -4.276 1.344  C4 1.191
39 H 0.122 -3.045 2.575  C5 1.183
40 H 1.195 -1.426 2.312  C5 1.170
41 H 0.573 -3.849 0.173  C6 1.194
42 H 1.582 -2.330 -0.297  C6 1.173
43 H -2.301 -2.216 -1.426  C8 1.184
44 H -1.051 -3.743 -1.410  C8 1.193
45 H -2.682 -5.645 -0.362  C10 1.193
46 H -4.119 -4.849 0.567  C10 1.183
47 H -5.081 -2.312 -1.246  C12 1.183
48 H -5.831 -3.855 -0.346  C12 1.178
49 H -6.332 -2.766 -3.226  C13 1.193
50 H -7.282 -4.075 -2.237  C13 1.172
51 H -5.403 -4.429 -4.312  O14 1.018
52 H -4.818 0.082 0.072  S17 1.433
53 H -2.380 0.841 1.971  C18 1.194
54 H -0.332 2.416 1.876  C20 1.170
55 H 0.419 2.814 -0.934  C21 1.167
56 H -1.419 2.444 -1.120  C21 1.194
57 H 0.174 4.947 0.242  C22 1.177
58 H -1.549 4.528 0.973  C22 1.171
59 H -0.803 4.863 -2.245  C23 1.193
60 H -1.661 6.289 -1.181  C23 1.194
61 H -2.915 4.194 -2.667  N24 1.049
62 H -3.649 5.259 -1.554  N24 1.044
63 H 0.686 0.026 -1.896  C27 1.175
64 H 3.389 0.362 -2.965  C28 1.170
65 H 5.256 1.160 -0.983  C29 1.178
66 H 4.499 1.390 1.603  C30 1.196
67 C -6.783 -8.756 2.526  C68 1.504, H72 1.093, H73 1.094, H74 1.094
68 C -6.571 -7.297 2.821  C67 1.504, O69 1.230, N70 1.365
69 O -6.217 -6.896 3.929  C68 1.230
70 N -6.784 -6.405 1.810  C68 1.365, C71 1.444, H75 1.014
71 C -7.198 -6.682 0.454  N70 1.444, H76 1.093, H77 1.093, H78 1.091
72 H -6.577 -9.347 3.422  C67 1.093
73 H -7.821 -8.929 2.229  C67 1.094
74 H -6.102 -9.079 1.734  C67 1.094
75 H -6.622 -5.442 2.079  N70 1.014
76 H -6.428 -6.299 -0.221  C71 1.093
77 H -8.135 -6.150 0.270  C71 1.093
78 H -7.344 -7.747 0.270  C71 1.091
79 C -5.516 -1.125 3.817  C80 1.504, H84 1.093, H85 1.094, H86 1.094
80 C -6.885 -0.836 3.268  C79 1.504, O81 1.230, N82 1.365
81 O -7.197 -1.102 2.108  C80 1.230
82 N -7.797 -0.260 4.104  C80 1.365, C83 1.444, H87 1.014
83 C -7.620 0.122 5.486  N82 1.444, H88 1.093, H89 1.093, H90 1.091
84 H -4.896 -1.583 3.041  C79 1.093
85 H -5.038 -0.195 4.136  C79 1.094
86 H -5.589 -1.822 4.657  C79 1.094
87 H -8.697 -0.094 3.668  N82 1.014
88 H -8.356 -0.420 6.085  C83 1.093
89 H -7.808 1.195 5.568  C83 1.093
90 H -6.618 -0.100 5.855  C83 1.091
91 C 8.542 0.715 1.329  C92 1.504, H96 1.093, H97 1.094, H98 1.094
92 C 7.950 0.610 -0.049  C91 1.504, O93 1.230, N94 1.365
93 O 6.979 -0.103 -0.293  C92 1.230
94 N 8.527 1.341 -1.046  C92 1.365, C95 1.444, H99 1.014
95 C 9.663 2.229 -0.956  N94 1.444, H100 1.093, H101 1.093, H102 1.091
96 H 7.983 0.079 2.021  C91 1.093
97 H 9.583 0.377 1.315  C91 1.094
98 H 8.483 1.748 1.684  C91 1.094
99 H 8.077 1.223 -1.947  N94 1.014
100 H 9.343 3.224 -1.272  C95 1.093
101 H 10.434 1.864 -1.639  C95 1.093
102 H 10.071 2.284 0.055  C95 1.091
103 C 3.432 4.209 -1.688  C104 1.504, H108 1.093, H109 1.094, H110 1.094
104 C 3.817 5.634 -1.971  C103 1.504, O105 1.230, N106 1.365
105 O 4.911 6.095 -1.650  C104 1.230
106 N 2.904 6.425 -2.606  C104 1.365, C107 1.444, H111 1.014
107 C 1.579 6.068 -3.058  N106 1.444, H112 1.093, H113 1.093, H114 1.091
108 H 4.255 3.699 -1.178  C103 1.093
109 H 2.553 4.181 -1.038  C103 1.094
110 H 3.228 3.684 -2.625  C103 1.094
111 H 3.230 7.372 -2.765  N106 1.014
112 H 1.532 6.233 -4.137  C107 1.093
113 H 0.863 6.726 -2.561  C107 1.093
114 H 1.329 5.029 -2.839  C107 1.091
115 C 11.395 5.364 -4.420  C116 1.504, H120 1.093, H121 1.094, H122 1.094
116 C 10.824 4.013 -4.093  C115 1.504, O117 1.230, N118 1.365
117 O 10.938 3.505 -2.979  C116 1.230
118 N 10.160 3.346 -5.082  C116 1.365, C119 1.444, H123 1.014
119 C 9.925 3.775 -6.441  N118 1.444, H124 1.093, H125 1.093, H126 1.091
120 H 11.895 5.777 -3.540  C115 1.093
121 H 12.131 5.274 -5.225  C115 1.094
122 H 10.594 6.047 -4.715  C115 1.094
123 H 9.802 2.443 -4.791  N118 1.014
124 H 8.846 3.805 -6.606  C119 1.093
125 H 10.372 3.037 -7.112  C119 1.093
126 H 10.351 4.758 -6.649  C119 1.091
127 C 0.201 2.863 -7.085  C128 1.504, H132 1.093, H133 1.094, H134 1.094
128 C 0.883 3.465 -5.888  C127 1.504, O129 1.230, N130 1.365
129 O 0.287 3.683 -4.835  C128 1.230
130 N 2.208 3.772 -5.999  C128 1.365, C131 1.444, H135 1.014
131 C 3.070 3.591 -7.144  N130 1.444, H136 1.093, H137 1.093, H138 1.091
132 H -0.851 2.670 -6.853  C127 1.093
133 H 0.247 3.556 -7.930  C127 1.094
134 H 0.676 1.913 -7.348  C127 1.094
135 H 2.602 4.173 -5.156  N130 1.014
136 H 3.894 2.938 -6.848  C131 1.093
137 H 3.469 4.569 -7.426  C131 1.093
138 H 2.548 3.153 -7.996  C131 1.091
139 C -8.985 -3.134 7.668  C140 1.504, H144 1.093, H145 1.094, H146 1.094
140 C -7.575 -2.664 7.895  C139 1.504, O141 1.230, N142 1.365
141 O -6.881 -2.207 6.988  C140 1.230
142 N -7.069 -2.758 9.159  C140 1.365, C143 1.444, H147 1.014
143 C -7.724 -3.262 10.344  N142 1.444, H148 1.093, H149 1.093, H150 1.091
144 H -9.253 -3.000 6.616  C139 1.093
145 H -9.068 -4.196 7.913  C139 1.094
146 H -9.677 -2.548 8.279  C139 1.094
147 H -6.115 -2.424 9.239  N142 1.014
148 H -7.740 -2.463 11.089  C143 1.093
149 H -7.136 -4.100 10.726  C143 1.093
150 H -8.744 -3.595 10.148  C143 1.091

Results of the Mulliken charge analysis, in e, for atoms 1 through 4: number 1, C, carries -0.26; number 2, O, carries -0.47; number 3, C, carries 0.38; number 4, C, carries -0.92

No. 2
DFT (wB97M-V/def2-TZVPD) results for a cluster of 7 separate species, C4H22O7 in total.

Computed properties:
Frontier orbital gap: 0.3950 hartree
2S+1: 1
E: -18838.206 eV

Each atom is followed by the atoms it is bonded to, with distances in Å.
CARTESIAN COORDINATES (ANGSTROEM)
1 C 1.759 -1.949 1.709  C2 1.529, H6 1.091, H7 1.081, H8 1.046
2 C 0.246 -1.729 1.684  C1 1.529, C3 1.536, H9 1.164, H10 1.127
3 C -0.131 -0.774 0.543  C2 1.536, C4 1.536, H11 1.096, H12 1.099
4 C -1.655 -0.590 0.469  C3 1.536, O5 1.380, H13 1.128, H14 1.118
5 O -1.945 0.377 -0.472  C4 1.380, H15 0.978
6 H 2.156 -2.349 0.776  C1 1.091
7 H 1.987 -2.715 2.437  C1 1.081
8 H 2.286 -1.072 1.927  C1 1.046
9 H -0.245 -2.780 1.590  C2 1.164
10 H -0.146 -1.368 2.677  C2 1.127
11 H 0.375 0.181 0.727  C3 1.096
12 H 0.232 -1.178 -0.413  C3 1.099
13 H -2.077 -0.349 1.487  C4 1.128
14 H -2.210 -1.501 0.133  C4 1.118
15 H -1.793 1.262 -0.084  O5 0.978
16 O 0.504 1.985 2.685  H17 0.962, H18 0.950
17 H 0.962 1.181 2.419  O16 0.962
18 H 1.133 2.674 2.505  O16 0.950
19 O 0.899 3.239 -0.776  H20 0.929, H21 1.003
20 H 0.798 3.985 -1.319  O19 0.929
21 H 0.646 2.460 -1.355  O19 1.003
22 O 1.258 -1.068 -2.817  H23 0.975, H24 0.982
23 H 1.485 -0.989 -3.762  O22 0.975
24 H 0.386 -1.519 -2.792  O22 0.982
25 O -1.218 -2.017 -2.444  H26 0.976, H27 0.985
26 H -1.235 -2.721 -1.768  O25 0.976
27 H -1.646 -1.223 -2.048  O25 0.985
28 O -0.059 1.192 -2.211  H29 0.996, H30 0.939
29 H 0.509 0.395 -2.392  O28 0.996
30 H -0.732 0.907 -1.620  O28 0.939
31 O -1.241 2.657 0.750  H32 0.985, H33 0.964
32 H -0.497 2.973 0.186  O31 0.985
33 H -0.792 2.422 1.569  O31 0.964

Results of the natural (NBO) charge analysis, in e, for atoms 1 through 4: number 1, C, carries -0.60; number 2, C, carries -0.40; number 3, C, carries -0.44; number 4, C, carries -0.06

No. 3
DFT (wB97M-V/def2-TZVPD) results for a cluster of 2 separate species, C4H7N3S2 in total.

Computed properties:
Frontier orbital gap: 0.3125 hartree
2S+1: 1
E: -30396.461 eV

Each atom is followed by the atoms it is bonded to, with distances in Å.
CARTESIAN COORDINATES (ANGSTROEM)
1 S 2.297 -1.966 0.034  C2 1.781, H7 1.339
2 C 1.627 -0.331 0.255  S1 1.781, C3 1.451, N6 1.358
3 C 1.272 0.380 1.468  C2 1.451, N4 1.379
4 N 1.049 1.648 0.973  C3 1.379, N5 1.300
5 N 1.351 1.737 -0.288  N4 1.300, N6 1.386, H8 0.980
6 N 1.603 0.486 -0.831  C2 1.358, N5 1.386, H9 1.046
7 H 2.074 -2.495 1.244  S1 1.339
8 H 1.185 2.479 -0.906  N5 0.980
9 H 2.193 0.416 -1.691  N6 1.046
10 C -2.773 0.371 0.175  C11 1.295, H13 1.102, H14 1.130
11 C -1.665 -0.289 0.292  C10 1.295, S12 1.865, H15 1.152
12 S -1.131 -1.846 -0.584  C11 1.865, H16 1.255
13 H -3.551 0.400 -0.605  C10 1.102
14 H -2.841 1.144 0.996  C10 1.130
15 H -0.797 -0.215 1.047  C11 1.152
16 H -1.893 -1.919 -1.578  S12 1.255

Results of the natural (NBO) charge analysis, in e, for atoms 1 through 4: number 1, S, carries 0.04; number 2, C, carries -0.02; number 3, C, carries -0.23; number 4, N, carries -0.21

No. 4
DFT (wB97M-V/def2-TZVPD) results for the molecule C3H7NO.

Computed properties:
Frontier orbital gap: 0.3845 hartree
2S+1: 1
E: -6759.497 eV

Each atom is followed by the atoms it is bonded to, with distances in Å.
CARTESIAN COORDINATES (ANGSTROEM)
1 C 1.911 0.096 -0.004  N2 1.472, H6 0.862, H7 1.114, H8 1.227
2 N 0.673 -0.701 0.005  C1 1.472, C3 1.455, H9 0.914
3 C -0.674 -0.151 0.002  N2 1.455, C4 1.489, O5 1.155
4 C -0.740 1.336 -0.013  C3 1.489, H10 1.115, H11 1.011, H12 1.157
5 O -1.541 -0.912 0.066  C3 1.155
6 H 2.025 0.462 -0.777  C1 0.862
7 H 2.841 -0.487 0.190  C1 1.114
8 H 1.878 0.845 0.967  C1 1.227
9 H 0.512 -1.407 -0.553  N2 0.914
10 H -0.187 1.860 -0.828  C4 1.115
11 H -0.605 1.747 0.900  C4 1.011
12 H -1.829 1.494 -0.372  C4 1.157

Results of the natural (NBO) charge analysis, in e, for atoms 1 through 4: number 1, C, carries -0.34; number 2, N, carries -0.66; number 3, C, carries 0.70; number 4, C, carries -0.74

Looking at E_HOMO for the records above, in order, we have -10.60; -10.25; -8.26; -9.56 eV.